{
  "formula": "C7H13N2",
  "method": "wB97M-V/def2-TZVPD",
  "species": ["H", "H", "C", "H", "H", "H", "H", "H", "C", "C", "C", "H", "N", "H", "N", "H", "H", "C", "C", "H", "C", "H"],
  "positions_angstrom": [[1.16, 1.30, 2.43], [0.12, -2.36, 0.92], [1.23, 0.00, -1.91], [1.81, -0.49, -2.66], [2.33, 2.26, 1.72], [-2.22, 2.13, 1.22], [-2.07, -0.80, -0.98], [-1.20, -3.28, 1.18], [-1.10, -0.30, -0.80], [1.37, 2.01, 1.55], [-1.13, 1.00, -0.05], [0.91, 2.88, 1.74], [-0.65, -2.81, 0.44], [2.92, 0.46, -0.86], [-2.14, 1.28, 0.69], [-0.37, -3.47, -0.30], [-0.86, -1.17, -0.14], [-0.06, -0.38, -1.90], [1.39, 1.40, 0.27], [-2.96, 0.71, 0.81], [1.86, 0.75, -0.77], [-0.33, -1.14, -2.60]],
  "total_charge": 1,
  "de_lowest_kcal_mol": 146.7,
  "e_homo_ha": -0.4655
}

=====

{
  "formula": "C13H12ClNO4",
  "method": "wB97M-V/def2-TZVPD",
  "species": ["C", "N", "C", "H", "C", "C", "H", "C", "H", "H", "C", "H", "H", "C", "C", "H", "H", "C", "H", "C", "C", "Cl", "O", "O", "O", "O", "H", "H", "C", "C", "H"],
  "positions_angstrom": [[1.61, -1.08, 2.21], [-0.64, 0.40, -4.35], [1.59, 0.46, 1.80], [-3.47, -1.90, 1.04], [0.12, 0.22, -2.11], [-1.10, -0.86, 2.13], [0.21, -2.62, 1.39], [0.53, -0.24, -0.69], [-0.99, 0.14, 2.66], [0.96, 1.12, 2.52], [-3.36, -1.41, 2.06], [1.17, 3.79, -2.00], [-1.50, -0.77, 1.05], [1.00, 2.73, -1.62], [0.34, 1.69, -2.56], [2.40, -1.62, 1.57], [0.37, -1.32, -0.40], [1.15, 0.77, 0.30], [0.09, -2.41, 3.21], [-0.20, 1.78, -4.05], [0.18, -1.82, 2.23], [-0.07, -0.11, -5.89], [-0.28, 2.75, -4.83], [-4.27, -0.68, 2.48], [-0.99, -1.80, -3.27], [-2.18, -1.57, 2.86], [1.84, 3.00, 0.53], [2.02, -1.13, 3.29], [-0.58, -0.62, -3.27], [1.38, 2.25, -0.20], [2.67, 0.87, 1.91]],
  "smiles": "O=COCCCCc1ccc2c(c1)C(=O)N(Cl)C2=O",
  "de_lowest_kcal_mol": 161.8,
  "e_homo_ha": -0.3538
}

=====

{
  "formula": "H26O13",
  "method": "wB97M-V/def2-TZVPD",
  "species": ["H", "H", "H", "H", "O", "H", "O", "H", "O", "H", "O", "O", "H", "O", "O", "H", "H", "H", "H", "H", "H", "H", "H", "H", "O", "H", "O", "O", "H", "O", "H", "O", "H", "H", "H", "H", "O", "H", "H"],
  "positions_angstrom": [[2.43, 0.51, -0.51], [2.24, -2.04, 0.74], [3.47, -2.91, 0.85], [-1.88, -0.04, -3.09], [0.43, 0.19, 0.04], [0.87, -2.63, 2.83], [0.54, 3.96, -1.49], [-2.32, 1.60, -0.25], [2.94, -2.30, 1.34], [0.24, 3.10, -1.73], [-2.74, -0.95, 0.11], [-1.54, 2.14, -0.41], [-0.18, 4.25, -0.93], [2.09, 1.77, 1.51], [0.15, -2.05, 2.71], [-0.10, -3.11, -0.72], [0.54, -1.44, -4.43], [-3.59, -1.24, -0.23], [-1.55, 2.54, 2.36], [1.06, -2.58, -1.22], [1.37, 1.44, 0.97], [-1.05, 2.34, 0.38], [3.68, -0.25, -0.02], [-0.08, 2.77, 2.77], [0.41, -1.71, -3.52], [-0.30, -1.16, -3.19], [0.59, -2.53, -0.38], [-1.83, -0.67, -2.41], [0.34, -1.75, 1.84], [-0.65, 2.26, 2.13], [-2.35, -0.64, -0.67], [-2.22, -0.08, 2.74], [-1.40, 0.34, 2.85], [-2.47, -1.32, -2.71], [0.24, -0.62, -0.44], [-0.36, 0.71, -0.11], [3.13, -0.11, -0.75], [2.13, 2.63, 1.17], [-2.29, -0.42, 1.86]],
  "de_lowest_kcal_mol": 57.5,
  "e_homo_ha": -0.3775
}

=====

{
  "formula": "C4H10N2O2",
  "method": "wB97M-V/def2-TZVPD",
  "species": ["N", "H", "O", "O", "H", "H", "C", "H", "H", "C", "C", "H", "H", "N", "H", "C", "H", "H"],
  "positions_angstrom": [[0.96, -1.85, -0.09], [-1.40, -0.75, 1.76], [-0.51, 1.56, 0.95], [-2.04, 0.46, -0.48], [1.89, 2.30, -0.42], [1.23, 0.65, 1.43], [1.30, 1.40, -0.65], [2.00, 0.63, -0.98], [-0.46, -2.20, 2.00], [-1.27, -0.46, -0.96], [0.59, 0.99, 0.61], [-1.71, -1.45, -1.05], [1.33, -1.53, -0.98], [-0.62, -1.34, 1.51], [0.60, 1.64, -1.45], [0.03, -1.09, 0.34], [-0.57, -0.20, -1.76], [-1.37, 1.23, 0.21]],
  "de_lowest_kcal_mol": 106.0,
  "e_homo_ha": -0.3210
}

=====

{
  "formula": "C20H33NO8S",
  "method": "wB97M-V/def2-TZVPD",
  "species": ["C", "H", "H", "H", "C", "O", "H", "H", "O", "C", "O", "C", "C", "H", "H", "H", "H", "C", "C", "H", "C", "H", "O", "H", "H", "C", "H", "H", "C", "C", "H", "H", "O", "H", "C", "H", "C", "H", "H", "O", "O", "N", "H", "C", "C", "H", "H", "C", "H", "H", "H", "H", "S", "H", "H", "H", "C", "C", "H", "O", "C", "H", "C"],
  "positions_angstrom": [[2.07, 0.26, 3.83], [5.28, 2.71, -0.31], [0.05, 2.14, -1.17], [0.26, -3.42, -1.10], [-4.41, -0.21, -1.16], [-6.95, -6.35, -1.00], [-0.43, -4.28, 0.40], [3.23, 4.84, -2.22], [0.93, -1.00, -0.66], [4.32, 4.76, -2.22], [-6.15, -1.73, 1.30], [4.95, 5.43, -1.01], [-0.20, 0.37, 4.44], [6.61, 4.67, 0.20], [2.48, 1.84, 0.00], [-4.40, -2.44, -3.93], [-3.02, -1.31, -3.49], [-5.22, -2.48, -0.95], [-5.62, -4.02, -0.95], [6.98, 4.93, -1.51], [-0.60, -4.07, -0.71], [6.53, 2.59, -1.57], [-6.88, -4.32, -1.62], [0.12, 1.47, 0.47], [4.29, 5.33, -0.14], [0.13, 1.51, 3.50], [0.11, 2.47, 4.02], [5.14, 6.50, -1.18], [1.93, 1.15, -0.64], [-0.06, -0.04, -1.05], [2.17, -0.40, 0.86], [2.28, 1.29, -1.67], [-3.48, 0.61, -1.27], [3.07, 0.56, 4.12], [-1.95, -3.24, -0.93], [2.14, -0.64, 3.21], [5.73, 3.22, -1.17], [4.71, 5.17, -3.15], [2.99, -0.76, -0.68], [-5.65, -0.14, -0.46], [1.46, 1.29, 3.03], [-6.79, -5.66, -1.95], [-1.03, -0.31, -0.63], [-3.64, -2.21, -3.11], [-5.74, -1.45, 0.16], [1.40, 0.74, 5.82], [-2.77, -3.57, -0.20], [0.43, 1.31, -0.57], [-0.14, -0.07, -2.15], [-0.59, -0.48, 3.88], [1.22, -0.98, 5.42], [-0.67, -5.02, -1.34], [-2.53, -3.65, -2.68], [-1.83, -2.11, -0.80], [-5.76, -4.31, 0.16], [-0.94, 0.64, 5.20], [-4.40, -1.70, -1.80], [2.11, -0.30, -0.23], [-4.78, -4.69, -1.34], [4.70, 3.37, -2.16], [6.20, 4.61, -0.81], [-0.56, 1.56, 2.65], [1.16, 0.03, 5.02]],
  "smiles": "CCSCC1=C(CON=O)C(=O)OC1=O.C1CCOC1.C1CCOC1.C1CCOC1",
  "de_lowest_kcal_mol": 76.0,
  "e_homo_ha": -0.3360
}